(1)
{"formula": "C5H7NO", "method": "the ωB97M-V functional and the def2-TZVPD basis", "species": ["C", "C", "C", "C", "N", "C", "O", "H", "H", "H", "H", "H", "H", "H"], "positions_angstrom": [[-0.9248, 1.9472, -1.1810], [-0.3352, 0.7543, -0.5014], [0.8361, 0.0669, -0.7716], [0.7813, -0.8621, 0.2700], [1.7151, -1.7862, 0.5732], [-0.5313, -0.8505, 0.9993], [-1.1303, 0.3394, 0.5396], [-1.9897, 1.7792, -1.3807], [-0.3916, 2.1320, -2.1128], [-0.8568, 2.8396, -0.5463], [-1.0720, -1.7070, 0.5757], [2.5481, -1.7353, 0.0045], [1.8557, -2.0613, 1.5337], [-0.5716, -0.9132, 2.0918]], "e_lumo_ev": 0.565, "largest_force_ha_per_bohr": 0.0103, "relative_energy_kcal_mol": 64.2, "homo_lumo_gap_ev": 8.335, "spin_multiplicity": 1, "smiles": "CC1=C=C(N)CO1"}



(2)
{"formula": "C22H62O14", "method": "the ωB97M-V functional and the def2-TZVPD basis", "species": ["C", "C", "O", "O", "H", "H", "H", "H", "H", "H", "C", "C", "O", "O", "H", "H", "H", "H", "H", "H", "C", "C", "O", "O", "H", "H", "H", "H", "H", "H", "C", "C", "O", "O", "H", "H", "H", "H", "H", "H", "C", "C", "O", "O", "H", "H", "H", "H", "H", "H", "C", "C", "C", "O", "H", "H", "H", "H", "H", "H", "H", "H", "C", "C", "C", "O", "H", "H", "H", "H", "H", "H", "H", "H", "C", "C", "C", "O", "H", "H", "H", "H", "H", "H", "H", "H", "C", "C", "C", "O", "H", "H", "H", "H", "H", "H", "H", "H"], "positions_angstrom": [[-4.6425, -26.1532, -24.5370], [-3.6539, -27.0680, -25.0624], [-3.9492, -27.5527, -26.3907], [-4.4015, -25.7950, -23.2165], [-5.7152, -26.4690, -24.6893], [-4.5235, -25.2247, -25.1321], [-3.4492, -27.8288, -24.1473], [-2.6331, -26.7985, -25.0413], [-3.1902, -27.5196, -27.0714], [-5.0373, -25.1232, -22.8931], [-9.1700, -28.0947, -16.8454], [-9.7815, -26.7947, -17.0779], [-9.6203, -26.3585, -18.4744], [-9.1960, -28.4712, -15.4525], [-8.1228, -28.1329, -17.4665], [-9.9596, -28.7921, -17.4577], [-9.2300, -25.9567, -16.4087], [-10.8705, -26.7948, -16.6800], [-10.2386, -25.3316, -18.5358], [-8.4326, -28.7726, -15.0048], [-4.6084, -27.0377, -19.4337], [-6.0910, -26.6552, -19.6409], [-6.8734, -26.3089, -18.5403], [-3.9330, -27.2741, -20.6476], [-4.4126, -27.7804, -18.4697], [-4.1984, -26.0362, -19.2640], [-6.5932, -27.6141, -20.0064], [-6.2975, -25.9163, -20.4583], [-7.7602, -26.2398, -18.8725], [-4.2838, -26.9883, -21.3845], [-5.5682, -23.1655, -20.7391], [-5.1359, -21.7504, -20.5006], [-4.7865, -21.6848, -19.1276], [-5.6017, -23.5808, -22.0173], [-6.4598, -23.4273, -20.2724], [-4.8261, -23.7816, -20.2433], [-5.8965, -21.2362, -20.6420], [-4.3100, -21.3430, -21.0654], [-4.9667, -22.4193, -18.5638], [-6.0706, -23.1149, -22.6408], [0.9378, -26.9359, -18.9944], [-0.6577, -27.0144, -18.9536], [-0.9978, -27.1749, -20.3524], [1.3355, -26.8590, -17.6062], [1.1912, -26.0768, -19.7285], [1.2876, -27.7496, -19.4774], [-1.2738, -26.0377, -18.3733], [-1.0820, -27.8642, -18.3886], [-1.9865, -27.4530, -20.3585], [2.1453, -26.3933, -17.6393], [-10.3230, -29.9042, -20.3315], [-9.7848, -29.7478, -21.7505], [-8.2166, -30.0040, -21.8721], [-10.5062, -30.6062, -22.5901], [-10.1721, -30.8485, -20.0061], [-11.3311, -29.3902, -20.2401], [-9.7904, -29.3877, -19.5483], [-9.9990, -28.7048, -22.2224], [-7.7780, -30.8672, -21.3455], [-7.7056, -29.0769, -21.2792], [-7.9110, -30.1865, -23.0190], [-11.4222, -30.4354, -22.7740], [-5.5693, -28.1464, -15.1407], [-5.5864, -29.8465, -15.3388], [-5.4966, -30.4839, -13.9526], [-6.8522, -30.1023, -15.7816], [-4.5683, -28.1080, -14.7326], [-6.4833, -28.0523, -14.3950], [-5.5221, -27.8880, -16.1937], [-4.6703, -30.2287, -16.0387], [-5.8571, -31.5627, -13.9529], [-6.1073, -29.9646, -13.1191], [-4.3910, -30.4894, -13.4912], [-6.8775, -31.0099, -16.1944], [-8.5052, -27.1009, -24.7140], [-9.3644, -26.0091, -24.0607], [-9.2926, -25.8336, -22.4973], [-9.0271, -24.7408, -24.6405], [-8.9647, -28.0045, -24.3512], [-7.4655, -27.3101, -24.3754], [-8.5976, -26.8961, -25.7273], [-10.4096, -26.0703, -24.4345], [-9.5457, -24.7355, -21.8336], [-8.2765, -25.8818, -22.1638], [-9.8000, -26.7944, -22.0059], [-8.7082, -24.9405, -25.4090], [-6.4688, -23.4515, -14.2144], [-7.0872, -24.2057, -15.4128], [-8.1080, -23.3215, -16.1003], [-6.1101, -24.5643, -16.3066], [-7.2757, -23.0202, -13.7033], [-6.0381, -22.4859, -14.4159], [-5.8197, -24.0340, -13.5743], [-7.2836, -25.1141, -14.9162], [-8.7513, -22.9415, -15.3792], [-8.6321, -23.8820, -17.0039], [-7.7559, -22.3499, -16.3032], [-6.6386, -25.0010, -16.9933]], "e_lumo_ev": -0.030, "largest_force_ha_per_bohr": 0.1733, "relative_energy_kcal_mol": 301.4, "homo_lumo_gap_ev": 9.408, "spin_multiplicity": 1, "smiles": "CC(C)O.CC(C)O.CC(C)O.CC(C)O.OCCO.OCCO.OCCO.OCCO.OCCO"}



(3)
{"formula": "C32H78F6N6O10Sr", "method": "the ωB97M-V functional and the def2-TZVPD basis", "species": ["Sr", "C", "O", "O", "C", "F", "F", "F", "C", "C", "H", "H", "H", "H", "H", "H", "C", "O", "O", "C", "F", "F", "F", "C", "C", "H", "H", "H", "H", "H", "H", "C", "C", "C", "O", "C", "N", "H", "H", "H", "H", "H", "H", "H", "H", "H", "H", "H", "C", "C", "C", "O", "C", "N", "H", "H", "H", "H", "H", "H", "H", "H", "H", "H", "H", "C", "C", "C", "O", "C", "N", "H", "H", "H", "H", "H", "H", "H", "H", "H", "H", "H", "C", "C", "C", "O", "C", "N", "H", "H", "H", "H", "H", "H", "H", "H", "H", "H", "H", "C", "C", "C", "O", "C", "N", "H", "H", "H", "H", "H", "H", "H", "H", "H", "H", "H", "C", "C", "C", "O", "C", "N", "H", "H", "H", "H", "H", "H", "H", "H", "H", "H", "H"], "positions_angstrom": [[0.0857, -1.1081, 1.0307], [1.7696, 2.6078, 0.0701], [2.5588, 2.1156, -0.9817], [0.9410, 1.5566, 0.5041], [2.7331, 3.3833, 1.1414], [2.0926, 4.0086, 2.0788], [3.4877, 2.5551, 1.7811], [3.5818, 4.2068, 0.6112], [2.7358, 2.7334, -2.2556], [3.1618, 1.5999, -3.2345], [2.8160, 1.7953, -4.2495], [4.2403, 1.5255, -3.0950], [2.7382, 0.6437, -2.9274], [3.5135, 3.4900, -2.3595], [1.8514, 3.2896, -2.5667], [1.2088, 3.3736, -0.4658], [3.5042, -2.9606, 1.2422], [3.9305, -2.0534, 0.2135], [2.2031, -2.5138, 1.6488], [3.7517, -4.5252, 0.8295], [4.0052, -5.2363, 1.8842], [2.6844, -5.0932, 0.2451], [4.8353, -4.6798, 0.0887], [5.1284, -1.4088, 0.3847], [5.2500, -0.4850, -0.7906], [4.6648, 0.4273, -0.6749], [6.2539, -0.2095, -1.1137], [4.8413, -0.9671, -1.6786], [6.0304, -2.0083, 0.2622], [5.2306, -0.8156, 1.2935], [4.1902, -2.8012, 2.0741], [-6.6000, 2.0989, 2.0491], [-5.6295, 2.3074, 0.8707], [-4.1966, 2.7193, 1.2148], [-3.5608, 2.9722, -0.0610], [-2.1796, 3.4547, 0.0157], [-5.5526, 0.9988, 0.3448], [-6.4492, 2.9023, 2.7701], [-6.2445, 1.2772, 2.6707], [-7.6459, 2.1447, 1.7455], [-6.0256, 3.0810, 0.2127], [-3.6107, 1.9445, 1.7091], [-4.2120, 3.6385, 1.8004], [-1.8977, 4.1820, -0.7456], [-1.5867, 2.5564, -0.1562], [-1.9612, 3.8920, 0.9900], [-6.3881, 0.9385, -0.2195], [-4.8454, 1.0557, -0.3741], [3.0341, -1.0588, 4.7337], [1.6132, -0.4468, 4.4896], [1.5134, 0.9983, 5.1783], [1.4506, 0.6432, 6.6083], [1.4018, 1.8259, 7.3945], [1.5207, -0.2072, 3.0658], [3.0978, -1.9889, 4.1690], [3.2891, -1.2043, 5.7835], [3.8045, -0.4014, 4.3307], [0.8153, -1.1128, 4.8181], [0.6292, 1.5255, 4.8202], [2.4043, 1.5885, 4.9634], [0.8052, 1.5685, 8.2697], [0.9653, 2.7264, 6.9624], [2.4414, 1.8827, 7.7170], [2.0916, -0.9610, 2.7109], [2.0640, 0.6296, 2.9091], [-3.3785, -1.5479, -2.3737], [-2.6042, -1.8096, -1.0688], [-1.8678, -3.1778, -1.2257], [-1.0011, -3.4808, -0.1266], [-0.5658, -4.8587, -0.1439], [-1.7665, -0.6397, -0.8389], [-2.6324, -1.5275, -3.1682], [-4.0126, -0.6620, -2.3374], [-4.1747, -2.2734, -2.5405], [-3.2923, -1.8461, -0.2242], [-1.3500, -3.2468, -2.1824], [-2.6311, -3.9555, -1.2486], [-1.2607, -5.6852, -0.2924], [-0.0967, -5.0816, 0.8144], [0.1516, -5.0671, -0.9376], [-2.4439, 0.0697, -0.5980], [-1.5471, -0.2805, -1.7571], [-3.3892, 0.0626, 4.0215], [-2.1273, -0.5080, 3.4934], [-2.1282, -2.0646, 3.2269], [-0.8772, -2.5808, 2.7436], [-0.4331, -3.6557, 3.5396], [-1.8511, 0.1473, 2.2241], [-4.2049, -0.2087, 3.3513], [-3.2366, 1.1368, 4.1262], [-3.5932, -0.3507, 5.0092], [-1.3201, -0.2357, 4.1734], [-2.8223, -2.1703, 2.3932], [-2.5759, -2.5856, 4.0731], [0.2497, -4.2177, 2.9024], [-1.3165, -4.2208, 3.8371], [0.0449, -3.4285, 4.4924], [-2.7275, 0.5476, 1.9211], [-1.3970, 0.9599, 2.6159], [-1.2296, 0.8793, -4.7795], [-1.6361, 1.8313, -3.6344], [-1.5647, 3.3648, -4.0966], [-0.1961, 3.7358, -4.3913], [-0.3041, 4.9695, -5.1025], [-2.9598, 1.5609, -3.0555], [-1.7543, 1.2242, -5.6705], [-1.2901, -0.2014, -4.6511], [-0.1881, 1.1579, -4.9402], [-0.9607, 1.6569, -2.7968], [-2.0244, 3.9305, -3.2862], [-2.2095, 3.4957, -4.9656], [-0.5366, 4.8326, -6.1586], [0.6807, 5.4272, -5.0084], [-0.9794, 5.7019, -4.6600], [-3.6487, 1.5692, -3.7940], [-3.3068, 2.2279, -2.3812], [2.1812, -3.2482, -2.4341], [2.0422, -1.7244, -2.6978], [0.8674, -1.3009, -3.6961], [0.9654, -1.6162, -5.0822], [2.1762, -1.2512, -5.8171], [1.6291, -1.2077, -1.4217], [3.2220, -3.4622, -2.1911], [2.1515, -3.8165, -3.3637], [1.3333, -3.6019, -1.8474], [2.9784, -1.3197, -3.0822], [0.5589, -0.2682, -3.5333], [-0.0579, -1.7667, -3.3570], [3.1629, -1.6271, -5.5462], [2.3125, -0.1722, -5.8895], [2.0022, -1.3789, -6.8855], [1.9754, -0.2710, -1.5722], [2.4115, -1.5060, -0.8569]], "e_lumo_ev": 0.297, "largest_force_ha_per_bohr": 0.0786, "relative_energy_kcal_mol": 71.6, "homo_lumo_gap_ev": 7.730, "spin_multiplicity": 1}



(4)
{"formula": "C11H33O5", "method": "the ωB97M-V functional and the def2-TZVPD basis", "species": ["O", "H", "H", "H", "C", "C", "O", "H", "H", "H", "H", "H", "H", "C", "C", "C", "O", "H", "H", "H", "H", "H", "H", "H", "H", "C", "C", "C", "O", "H", "H", "H", "H", "H", "H", "H", "H", "C", "C", "C", "O", "H", "H", "H", "H", "H", "H", "H", "H"], "positions_angstrom": [[-0.2618, -0.9917, -0.5203], [-0.4638, -1.0421, 0.4169], [0.6423, -1.2655, -0.6917], [-0.4370, -0.1123, -0.8632], [1.4801, -0.3574, 3.3373], [0.2528, -1.3209, 3.2708], [-0.3838, -1.0276, 2.1105], [2.1950, -0.5680, 2.5419], [2.0271, -0.5044, 4.2686], [1.1922, 0.6904, 3.2515], [-0.5365, -1.2033, 4.0133], [0.4650, -2.3876, 3.3424], [-1.3083, -1.2338, 2.2667], [-4.6080, 1.5631, -0.3516], [-3.4129, 1.4443, 0.5784], [-3.9407, 1.1663, 2.0451], [-2.7130, 0.2815, 0.1261], [-5.4971, 2.1029, -0.0259], [-4.9075, 0.5630, -0.6650], [-4.3640, 1.9913, -1.3238], [-2.7945, 2.3403, 0.5241], [-3.1966, 0.5647, 2.5672], [-4.8706, 0.5978, 2.0364], [-4.0361, 2.0827, 2.6274], [-3.2787, -0.4942, 0.1307], [3.3955, -3.6953, -0.8751], [3.2159, -2.3841, -0.2576], [4.3635, -1.4071, -0.1495], [2.2079, -1.7842, -1.0056], [3.9230, -3.6435, -1.8276], [2.4720, -4.2616, -0.9959], [3.8906, -4.2990, -0.1145], [2.8445, -2.6455, 0.7333], [5.0014, -1.2975, -1.0266], [5.0667, -1.6269, 0.6538], [4.1392, -0.3899, 0.1717], [2.5687, -1.8561, -1.8924], [0.0110, 1.0436, -3.1099], [0.3405, 2.1347, -2.1629], [-0.4632, 3.4906, -2.3912], [-0.0593, 1.6305, -0.8870], [0.6761, 0.2259, -2.8321], [0.2620, 1.3445, -4.1270], [-1.0549, 0.8200, -3.1535], [1.4042, 2.3580, -2.2445], [-1.5057, 3.3754, -2.0946], [-0.4662, 3.8577, -3.4175], [-0.0209, 4.3247, -1.8464], [0.5441, 1.8055, -0.1612]], "e_lumo_ev": [-6.255, -12.880], "largest_force_ha_per_bohr": 0.0917, "total_charge": 2, "homo_lumo_gap_ev": [10.008, 3.384], "spin_multiplicity": 2}



(5)
{"formula": "CH12N2O4", "method": "the ωB97M-V functional and the def2-TZVPD basis", "species": ["N", "C", "N", "H", "H", "H", "H", "H", "H", "O", "H", "H", "O", "H", "H", "O", "H", "H", "O"], "positions_angstrom": [[1.6412, -2.1993, 1.9127], [0.7583, -1.2082, 1.6224], [1.0252, -0.3056, 0.7680], [2.4726, -2.3108, 1.3653], [1.4821, -2.8703, 2.6337], [-0.1624, -1.2941, 2.2029], [0.2086, 0.1692, 0.3884], [1.0313, -3.0267, -2.1036], [2.1575, -3.1140, -0.9665], [1.5101, -3.5827, -1.4914], [-5.2514, 0.8725, 0.7627], [-3.8037, 0.9319, 1.2508], [-4.4709, 0.3253, 0.8982], [3.0118, 5.8117, -1.6659], [4.1948, 6.0828, -0.7082], [3.3343, 6.4100, -0.9789], [-3.1871, -0.2987, -2.7184], [-3.3149, -0.1228, -1.2481], [-2.6373, -0.2700, -1.9239]], "e_lumo_ev": 0.459, "largest_force_ha_per_bohr": 0.0243, "relative_energy_kcal_mol": 33.9, "homo_lumo_gap_ev": 9.530, "spin_multiplicity": 1, "smiles": "[H]/N=C/N.O.O.O.O"}



(6)
{"formula": "C5H11N2", "method": "the ωB97M-V functional and the def2-TZVPD basis", "species": ["C", "C", "C", "C", "C", "N", "N", "H", "H", "H", "H", "H", "H", "H", "H", "H", "H", "H"], "positions_angstrom": [[-0.4148, 0.1061, 0.1838], [1.2775, -0.5253, -0.6390], [-1.6199, 0.7068, 0.7003], [1.7891, 1.0637, 1.4795], [-1.0167, -1.4681, -1.5856], [0.9648, 0.2894, 0.5148], [-0.1651, -0.5881, -0.9032], [1.9784, 0.0169, -1.3949], [1.7443, -1.4755, -0.5105], [-2.1524, 1.1991, -0.0266], [-1.2549, 1.4079, 1.5059], [-2.4376, -0.0323, 1.0181], [2.8435, 1.0363, 1.1459], [1.4994, 2.1165, 1.5411], [1.6056, 0.7177, 2.4843], [-0.7468, -1.3841, -2.6817], [-2.1374, -1.2411, -1.3004], [-0.7876, -2.4492, -1.3485]], "e_lumo_ev": -3.447, "largest_force_ha_per_bohr": 0.0782, "relative_energy_kcal_mol": 42.2, "total_charge": 1, "homo_lumo_gap_ev": 10.616, "spin_multiplicity": 1}



Please write out number 4 again, unchanged.
{"formula": "C11H33O5", "method": "the ωB97M-V functional and the def2-TZVPD basis", "species": ["O", "H", "H", "H", "C", "C", "O", "H", "H", "H", "H", "H", "H", "C", "C", "C", "O", "H", "H", "H", "H", "H", "H", "H", "H", "C", "C", "C", "O", "H", "H", "H", "H", "H", "H", "H", "H", "C", "C", "C", "O", "H", "H", "H", "H", "H", "H", "H", "H"], "positions_angstrom": [[-0.2618, -0.9917, -0.5203], [-0.4638, -1.0421, 0.4169], [0.6423, -1.2655, -0.6917], [-0.4370, -0.1123, -0.8632], [1.4801, -0.3574, 3.3373], [0.2528, -1.3209, 3.2708], [-0.3838, -1.0276, 2.1105], [2.1950, -0.5680, 2.5419], [2.0271, -0.5044, 4.2686], [1.1922, 0.6904, 3.2515], [-0.5365, -1.2033, 4.0133], [0.4650, -2.3876, 3.3424], [-1.3083, -1.2338, 2.2667], [-4.6080, 1.5631, -0.3516], [-3.4129, 1.4443, 0.5784], [-3.9407, 1.1663, 2.0451], [-2.7130, 0.2815, 0.1261], [-5.4971, 2.1029, -0.0259], [-4.9075, 0.5630, -0.6650], [-4.3640, 1.9913, -1.3238], [-2.7945, 2.3403, 0.5241], [-3.1966, 0.5647, 2.5672], [-4.8706, 0.5978, 2.0364], [-4.0361, 2.0827, 2.6274], [-3.2787, -0.4942, 0.1307], [3.3955, -3.6953, -0.8751], [3.2159, -2.3841, -0.2576], [4.3635, -1.4071, -0.1495], [2.2079, -1.7842, -1.0056], [3.9230, -3.6435, -1.8276], [2.4720, -4.2616, -0.9959], [3.8906, -4.2990, -0.1145], [2.8445, -2.6455, 0.7333], [5.0014, -1.2975, -1.0266], [5.0667, -1.6269, 0.6538], [4.1392, -0.3899, 0.1717], [2.5687, -1.8561, -1.8924], [0.0110, 1.0436, -3.1099], [0.3405, 2.1347, -2.1629], [-0.4632, 3.4906, -2.3912], [-0.0593, 1.6305, -0.8870], [0.6761, 0.2259, -2.8321], [0.2620, 1.3445, -4.1270], [-1.0549, 0.8200, -3.1535], [1.4042, 2.3580, -2.2445], [-1.5057, 3.3754, -2.0946], [-0.4662, 3.8577, -3.4175], [-0.0209, 4.3247, -1.8464], [0.5441, 1.8055, -0.1612]], "e_lumo_ev": [-6.255, -12.880], "largest_force_ha_per_bohr": 0.0917, "total_charge": 2, "homo_lumo_gap_ev": [10.008, 3.384], "spin_multiplicity": 2}



What is the formula in the third record?
C32H78F6N6O10Sr